102
Properties=species:S:1:pos:R:3:forces:R:3 method="wB97M-V/def2-TZVPD" total_charge=-2 multiplicity=2 gap_ev="4.2 / 4.2"
Cu -0.45622 -0.53814 -1.07580 0.292 0.163 -0.327
C -3.06108 5.56135 -3.55609 0.030 0.079 -0.062
C -3.45623 4.38625 -2.68640 0.089 -0.063 -0.022
O -2.66928 3.26126 -3.02792 -0.120 -0.086 -0.107
P -1.95647 2.45220 -1.72522 -0.092 0.003 0.049
S -2.26715 0.57114 1.49544 -0.027 0.295 0.257
S -1.24349 0.81724 -2.72316 -0.125 0.278 -0.009
O -0.66705 3.47877 -1.50855 0.292 -0.036 0.069
C 0.37440 3.62477 -2.47205 -0.135 0.013 0.063
C 1.61366 4.13243 -1.76879 0.034 0.039 0.043
H -3.67340 6.43966 -3.32822 0.021 -0.023 -0.010
H -3.18816 5.31046 -4.61140 0.007 0.012 0.021
H -2.01108 5.81100 -3.39147 -0.031 0.005 0.006
H -4.51395 4.14408 -2.83680 -0.056 -0.020 -0.007
H -3.32920 4.64448 -1.62934 0.005 -0.008 0.034
H 0.05174 4.32520 -3.24898 -0.028 0.042 -0.022
H 0.56536 2.66430 -2.95267 0.011 -0.048 -0.027
H 1.39136 5.04054 -1.20280 0.014 -0.001 -0.029
H 2.40062 4.35470 -2.49569 -0.023 -0.021 0.033
H 1.98711 3.38164 -1.07077 -0.006 0.001 0.006
C 1.69907 -3.96590 -3.96545 -0.136 0.051 0.229
C 2.29789 -2.70970 -3.88360 -0.024 0.001 -0.081
C 1.74117 -1.68322 -3.14065 -0.171 0.044 0.242
N 0.81206 -2.04409 -2.05527 0.116 -0.247 0.425
C -0.08891 -3.08734 -2.56474 0.119 0.144 -0.020
C 0.39573 -4.05366 -3.37448 0.169 -0.065 -0.103
H 2.08423 -4.74434 -4.60961 -0.037 0.032 -0.044
H 3.15748 -2.47323 -4.50872 -0.016 -0.015 0.024
H 2.21568 -0.71661 -3.02250 -0.071 0.026 -0.065
H -1.09766 -3.08958 -2.16918 0.013 0.056 -0.059
H -0.26970 -4.86880 -3.64928 0.015 0.018 0.006
Br 0.31305 -1.43836 -9.16967 0.049 -0.040 0.063
C -0.84877 -0.12492 -8.42292 -0.031 0.114 0.012
C -1.72309 0.49449 -9.30977 -0.041 0.048 0.043
C -2.59256 1.46929 -8.84604 0.042 -0.025 -0.024
C -2.58612 1.81033 -7.49920 0.061 -0.047 0.066
C -1.71191 1.17861 -6.62656 -0.018 -0.018 -0.028
C -0.81431 0.19979 -7.07311 -0.080 0.040 0.015
I 0.40450 -0.68706 -5.56357 -0.057 -0.106 -0.172
H -1.71915 0.20770 -10.35347 0.015 0.009 0.011
H -3.27072 1.95777 -9.53613 0.001 -0.022 0.006
H -3.26751 2.56452 -7.12170 0.031 -0.030 0.010
H -1.72371 1.42393 -5.56749 0.015 0.021 -0.054
C 1.60989 -2.61150 -0.92745 -0.062 -0.031 -0.141
H 2.26085 -1.82423 -0.53860 0.003 -0.014 0.011
H 2.22463 -3.44783 -1.27959 -0.007 0.006 -0.006
H 0.93357 -2.95994 -0.14361 0.001 0.062 -0.031
C 5.89720 -2.76504 6.58970 -0.012 0.012 -0.017
C 4.88148 -2.30286 5.57581 0.018 0.045 -0.001
C 4.64660 -0.95604 5.35185 -0.044 -0.013 -0.017
C 3.68766 -0.51073 4.43705 0.056 0.146 -0.002
C 3.54468 0.97783 4.22354 -0.024 -0.115 0.040
C 2.91894 -1.44656 3.73790 -0.129 -0.218 0.002
Te 1.27797 -0.96150 2.43097 0.257 0.078 0.078
N -1.24190 -0.54641 0.85094 -0.391 -0.825 -0.678
C -1.76591 -1.83418 0.63136 -0.446 0.319 0.234
O -1.11687 -2.82637 0.90289 0.259 -0.387 0.166
C -3.13667 -2.05713 -0.02330 0.300 0.186 -0.038
C -3.81543 -1.07915 -0.74151 -0.052 0.102 -0.084
C -4.95558 -1.40118 -1.46953 0.071 0.018 0.078
C -5.43742 -2.70142 -1.47941 0.071 -0.039 0.044
C -4.77774 -3.68148 -0.74558 0.059 0.077 0.054
C -3.63276 -3.35826 -0.02943 -0.050 -0.049 0.034
C 0.49876 0.55847 3.68888 -0.279 0.011 -0.013
C -0.08600 0.19605 4.91317 0.033 0.044 -0.016
C -0.12465 -1.22765 5.41520 0.035 0.083 -0.088
C -0.69794 1.17910 5.68909 0.056 -0.025 -0.011
C -0.75855 2.50309 5.27848 -0.031 0.011 0.021
C -1.46601 3.54667 6.10714 0.025 -0.037 -0.023
C -0.18085 2.83756 4.06427 0.029 0.017 0.016
C 0.43822 1.89091 3.25199 0.002 -0.018 -0.018
C 0.96602 2.36331 1.92352 -0.065 -0.041 0.002
C 3.18137 -2.82021 3.91911 -0.018 -0.065 -0.007
C 2.43709 -3.88352 3.14135 0.036 0.164 0.034
C 4.15081 -3.22156 4.83132 -0.024 -0.007 -0.026
H 6.49869 -1.92961 6.95140 -0.008 -0.010 -0.010
H 6.57335 -3.51030 6.16454 -0.012 0.012 0.001
H 5.41068 -3.22345 7.45507 0.002 0.006 -0.014
H 5.22709 -0.21743 5.89807 0.008 -0.004 -0.012
H 4.45877 1.49186 4.52592 0.014 -0.007 -0.009
H 2.71249 1.39291 4.79708 0.053 -0.030 -0.010
H 3.34392 1.20080 3.17360 0.014 -0.018 0.036
H -3.44314 -0.06455 -0.75973 0.036 -0.035 -0.067
H -5.45148 -0.62935 -2.04542 0.021 -0.008 -0.009
H -6.30667 -2.95587 -2.07519 -0.021 -0.001 0.042
H -5.14029 -4.70274 -0.74849 -0.003 0.000 -0.003
H -3.08738 -4.11312 0.52211 0.014 -0.007 -0.053
H -0.81944 -1.81997 4.81518 0.013 -0.003 -0.025
H -0.45454 -1.24989 6.45486 -0.022 -0.007 0.003
H 0.84968 -1.71276 5.34932 0.006 0.022 0.030
H -1.15731 0.89255 6.63087 0.012 0.005 -0.005
H -1.80149 3.13248 7.05947 0.015 0.005 -0.018
H -2.34327 3.93064 5.58054 0.022 -0.014 0.006
H -0.81308 4.39717 6.31688 -0.003 -0.011 -0.004
H -0.23189 3.86542 3.71466 -0.003 -0.026 0.003
H 1.38372 3.36787 2.01433 -0.013 0.018 -0.004
H 0.14959 2.40195 1.19520 0.002 -0.038 0.015
H 1.72463 1.69571 1.52071 0.031 0.008 -0.002
H 1.36003 -3.82149 3.31041 -0.005 0.008 0.022
H 2.78396 -4.87860 3.42094 0.016 -0.001 0.007
H 2.57875 -3.76698 2.06333 0.012 0.005 0.026
H 4.33493 -4.28436 4.96661 0.006 0.021 -0.007

=====

99
Properties=species:S:1:pos:R:3:forces:R:3 method="wB97M-V/def2-TZVPD" total_charge=-2 gap_ev=5.3
Cs -0.22066 1.78294 1.27721 -0.066 -0.402 0.352
C 0.17393 1.11340 4.57013 -0.031 0.061 0.016
C -1.23218 1.21425 4.55706 0.047 0.054 -0.042
C -1.57161 2.54576 4.22819 0.078 -0.065 0.059
C -0.37625 3.26478 4.03861 0.003 0.058 0.255
C 0.70106 2.38152 4.24857 0.041 0.047 0.201
H 0.74582 0.22651 4.81286 0.009 -0.001 -0.016
H -1.92741 0.42186 4.80502 -0.002 -0.004 -0.032
H -2.57362 2.95053 4.15589 -0.001 -0.016 -0.031
H -0.29844 4.30993 3.76899 -0.007 -0.002 -0.044
H 1.75297 2.63789 4.18494 -0.008 -0.008 -0.003
C -3.33910 0.46918 0.89404 -0.067 -0.108 -0.085
C -3.27986 -1.05177 1.07111 -0.021 0.033 -0.023
C -3.51602 -1.41080 2.53782 -0.009 0.007 0.030
P -1.57448 -1.61443 0.57696 -0.071 0.085 -0.023
C -1.73570 -3.47435 0.75488 -0.006 -0.048 0.055
C -0.57207 -4.17883 0.05782 0.007 -0.051 -0.028
C -3.05325 -4.06233 0.25901 -0.015 -0.028 -0.033
C -1.60381 -1.48294 -1.25192 0.039 -0.013 0.002
C -2.74423 -1.49400 -2.04154 -0.042 -0.145 0.006
C -2.70266 -1.48188 -3.43409 0.024 0.127 0.047
C -3.95745 -1.55418 -4.26287 -0.041 -0.003 -0.003
C -1.44217 -1.38769 -4.02050 0.025 0.098 -0.026
C -0.28054 -1.34543 -3.27223 0.000 0.006 0.045
C -0.30517 -1.44488 -1.85365 -0.021 -0.068 -0.014
N 0.74284 -1.47065 -1.00949 0.067 0.094 0.052
C 2.02917 -1.72615 -1.33302 -0.063 -0.008 -0.002
C 2.46703 -2.48179 -2.45122 0.033 0.015 0.028
C 3.80231 -2.77362 -2.65754 -0.002 -0.019 -0.029
C 4.79392 -2.34303 -1.78273 -0.031 0.021 0.002
C 6.24973 -2.65227 -2.01171 0.037 -0.017 -0.021
C 4.37511 -1.62313 -0.66647 0.069 -0.007 0.048
C 3.04784 -1.30642 -0.41268 -0.072 -0.019 -0.018
P 2.46091 -0.36862 1.05186 0.245 -0.094 -0.011
C 2.72619 -1.51417 2.50963 0.021 0.008 0.033
C 1.39362 -2.15130 2.89973 -0.019 -0.035 0.011
C 3.79859 -2.58910 2.36820 0.010 -0.044 -0.012
C 3.75038 0.93990 1.40520 0.012 0.013 0.046
C 5.17689 0.60454 1.83518 0.058 0.011 -0.005
C 3.74501 1.93183 0.24597 0.031 -0.005 -0.007
H -4.31739 0.86116 1.18655 0.000 -0.003 -0.004
H -3.15027 0.75301 -0.14390 -0.001 0.055 -0.004
H -2.58855 0.95792 1.52083 -0.535 -0.201 0.072
H -4.06269 -1.51463 0.46181 -0.014 0.015 0.002
H -2.72246 -0.99487 3.16324 0.017 -0.001 -0.011
H -3.54894 -2.48984 2.70230 0.004 -0.011 -0.002
H -4.46286 -0.98827 2.88813 -0.004 -0.001 -0.006
H -1.64884 -3.64964 1.83442 0.007 -0.023 -0.024
H -0.65743 -4.06660 -1.02591 -0.011 -0.002 -0.001
H -0.59107 -5.24881 0.29071 0.008 -0.006 -0.004
H 0.39764 -3.77164 0.33658 0.007 0.018 0.025
H -3.22261 -3.78788 -0.78577 0.019 -0.036 0.022
H -3.91102 -3.72288 0.84069 -0.009 0.017 0.007
H -3.02599 -5.15626 0.31358 0.001 -0.006 0.014
H -3.71738 -1.54939 -1.56196 -0.017 0.064 -0.001
H -4.84294 -1.45351 -3.63235 0.000 -0.008 0.006
H -4.04348 -2.50468 -4.80004 0.003 -0.005 0.012
H -4.00079 -0.75987 -5.01253 0.019 0.030 -0.022
H -1.36725 -1.32729 -5.10397 0.007 0.000 -0.005
H 0.66889 -1.23592 -3.77738 -0.021 0.043 -0.018
H 1.72887 -2.86506 -3.14154 0.031 -0.049 0.005
H 4.08330 -3.36385 -3.52690 -0.004 -0.005 0.000
H 6.38091 -3.24120 -2.92204 -0.001 0.001 -0.003
H 6.68195 -3.22651 -1.18673 -0.006 0.006 0.015
H 6.85085 -1.74454 -2.12064 -0.006 0.007 0.003
H 5.13137 -1.31241 0.04530 -0.039 -0.034 -0.049
H 3.01203 -0.82392 3.31403 0.002 -0.014 -0.002
H 1.01486 -2.77282 2.08786 -0.007 -0.035 -0.035
H 0.63556 -1.39772 3.11063 -0.004 0.022 -0.009
H 1.51639 -2.78560 3.78468 -0.004 0.005 0.013
H 3.54979 -3.27329 1.55384 -0.011 0.000 0.003
H 3.86457 -3.17416 3.29201 0.009 -0.006 0.007
H 4.78742 -2.18223 2.15500 -0.017 -0.007 -0.002
H 3.27015 1.43589 2.26126 0.022 -0.008 -0.006
H 5.78065 0.24541 0.99942 -0.010 0.029 0.039
H 5.20665 -0.14249 2.62959 -0.003 0.021 -0.002
H 5.66733 1.50730 2.21509 -0.005 0.008 0.003
H 4.14987 1.47097 -0.65926 0.005 0.000 -0.009
H 4.34345 2.81788 0.47676 0.004 0.001 0.013
H 2.72980 2.25847 0.01609 0.204 -0.016 0.097
Cl -4.61861 7.07145 -2.81392 0.022 -0.002 0.015
C -3.35312 6.23547 -1.92397 -0.020 -0.119 -0.065
C -2.68156 6.89201 -0.93239 0.074 0.048 0.065
C -1.67051 6.25947 -0.20726 0.010 0.068 -0.054
I -0.68655 7.31596 1.29645 0.022 0.025 0.041
C -1.26318 4.92001 -0.41520 -0.312 0.080 0.115
O -0.38932 4.32528 0.25408 0.001 0.521 -0.317
C -2.01404 4.24479 -1.49410 0.070 0.064 -0.016
N -1.66054 2.96828 -1.74443 -0.017 -0.054 0.152
C -2.25002 2.29539 -2.69843 -0.198 0.138 -0.083
C -3.27828 2.85078 -3.48616 0.082 -0.093 0.057
C -3.66584 4.13819 -3.24930 -0.043 0.055 -0.028
C -3.03462 4.89152 -2.23546 -0.034 0.054 -0.019
H -2.93865 7.91889 -0.70661 0.004 -0.003 0.006
H -1.91393 1.27998 -2.85876 0.026 -0.208 -0.033
H -3.74916 2.25804 -4.25942 0.002 -0.032 -0.015
H -4.45233 4.59974 -3.83278 0.004 -0.010 0.003
O 1.48692 3.27685 -2.09837 0.003 0.354 -0.398
C 0.93635 2.66658 -1.32665 0.408 -0.280 -0.346

=====

Relative energy (zero: lowest compared OMol25 entry of this formula, charge and spin)? In order: 0.0 6.9 kcal/mol.
E_tot? In order: -213471.3981 -90138.1669 eV.